(1)
Entry from the Open Molecules 2025 dataset: the ion C28H48Cl2F5N2O4 with charge +1 (ωB97M-V with the def2-TZVPD basis set).

CARTESIAN COORDINATES (ANGSTROEM)
C 7.64 1.15 -0.85
C 7.01 2.54 -0.70
C 5.58 2.65 -1.28
C 5.39 3.87 -2.17
C 3.94 4.23 -2.44
C 3.12 3.06 -3.01
C 1.66 3.44 -3.29
C 0.66 2.50 -2.60
C -0.62 3.18 -2.10
C -1.32 2.36 -1.00
C -1.99 1.14 -1.62
C -2.53 0.01 -0.72
Cl -4.02 -0.56 -1.59
C -3.04 0.14 0.72
C -2.24 0.94 1.76
C -3.16 1.83 2.61
C -2.42 2.39 3.83
Cl -2.88 1.52 5.31
C -3.22 -1.36 1.16
C -4.71 -1.66 1.44
O -4.86 -2.57 2.52
N -4.91 -1.82 3.75
O -4.80 -2.52 4.66
C -2.25 -2.24 0.24
C -1.26 -2.88 1.25
C -1.82 -3.94 2.18
C -0.70 -4.45 3.11
C 0.35 -5.29 2.38
C -2.68 -3.40 -0.75
F -2.61 -2.94 -2.03
F -1.72 -4.35 -0.69
C -4.05 -4.17 -0.66
F -5.02 -3.46 -1.19
F -3.91 -5.27 -1.35
F -4.36 -4.47 0.58
N -1.56 -1.16 -0.59
C -0.22 -0.68 -0.11
C 0.93 -1.59 -0.56
C 2.13 -0.78 -1.04
O 2.67 -1.00 -2.09
O 2.54 0.22 -0.24
H 7.24 0.64 -1.72
H 7.44 0.52 0.02
H 8.72 1.23 -0.95
H 6.96 2.79 0.36
H 7.66 3.28 -1.16
H 5.39 1.75 -1.87
H 4.85 2.63 -0.47
H 5.91 3.71 -3.12
H 5.88 4.73 -1.69
H 3.45 4.56 -1.52
H 3.89 5.04 -3.16
H 3.61 2.72 -3.93
H 3.18 2.23 -2.31
H 1.50 3.37 -4.36
H 1.47 4.47 -2.99
H 1.13 1.98 -1.76
H 0.39 1.72 -3.32
H -0.33 4.12 -1.64
H -1.32 3.38 -2.91
H -2.07 3.00 -0.53
H -0.55 2.12 -0.27
H -1.27 0.68 -2.30
H -2.79 1.49 -2.26
H -3.99 0.66 0.61
H -1.73 0.28 2.48
H -1.47 1.58 1.34
H -3.96 1.20 2.99
H -3.56 2.65 2.01
H -1.35 2.25 3.72
H -2.60 3.45 3.97
H -2.80 -1.37 2.15
H -5.16 -0.72 1.76
H -5.29 -2.01 0.61
H -0.40 -3.30 0.74
H -0.87 -2.09 1.90
H -2.17 -4.81 1.62
H -2.62 -3.56 2.81
H -1.18 -5.02 3.90
H -0.23 -3.57 3.56
H 0.73 -6.07 3.03
H -0.04 -5.72 1.45
H 1.21 -4.68 2.11
H -1.34 -1.43 -1.56
H -0.24 -0.48 0.95
H -0.06 0.29 -0.58
H 1.27 -2.26 0.24
H 0.63 -2.19 -1.41
H 2.13 0.18 0.63

Output
DFT total energy: -79608.080 eV
SMILES string: CCCCCCCCCCC[C@]1(Cl)[C@H](CCCCl)[C@@H](CON=O)[C@@](CCCC)(C(F)(F)C(F)(F)F)[N@@H+]1CCC(=O)O
Net charge: +1

=====

(2)
Entry from the Open Molecules 2025 dataset: a structure of composition C12H11N4OS6SeW (ωB97M-V with the def2-TZVPD basis set).

CARTESIAN COORDINATES (ANGSTROEM)
W -6.89 -12.13 4.62
O -11.22 -15.74 -0.47
C -10.96 -15.05 0.52
S -9.94 -13.41 0.42
C -9.60 -13.30 2.05
C -10.05 -14.24 2.93
S -8.56 -11.66 5.89
S -11.06 -15.53 2.26
S -6.71 -12.64 2.31
S -8.65 -11.85 2.58
C -9.50 -14.47 4.30
N -8.16 -14.41 4.65
C -7.90 -14.93 5.95
C -9.15 -15.32 6.62
S -10.55 -14.80 5.64
H -7.48 -14.72 3.94
H -7.36 -14.18 6.54
H -7.21 -15.79 5.89
H -9.25 -14.82 7.58
H -9.27 -16.38 6.79
Se -2.81 -12.34 5.58
C -4.44 -12.81 5.50
N -5.58 -13.31 5.48
N -6.09 -9.86 6.81
C -5.59 -9.60 5.56
C -4.41 -8.84 5.37
C -4.23 -8.21 4.21
C -5.12 -8.56 3.12
C -5.98 -9.62 3.22
N -6.14 -10.22 4.44
H -5.68 -9.40 7.63
H -6.91 -10.38 6.98
H -3.79 -8.77 6.24
H -3.48 -7.41 4.01
H -4.88 -8.17 2.16
H -6.55 -9.95 2.32

Output
ΔE to the lowest compared entry with this formula, charge and spin: 61.41 kcal/mol
Spin multiplicity: 3
DFT total energy: -152805.765 eV
Net charge: +1

=====

(3)
Entry from the Open Molecules 2025 dataset: the molecule CH3BrP2 (ωB97M-V with the def2-TZVPD basis set).

CARTESIAN COORDINATES (ANGSTROEM)
C -0.75 0.14 0.66
P 1.55 0.33 -1.08
P -0.06 -0.78 -0.90
Br -1.21 -0.92 2.14
H 0.02 0.84 1.25
H -1.61 0.79 0.20
H 2.06 -0.39 -2.27

Output
ΔE to the lowest compared entry with this formula, charge and spin: 7.98 kcal/mol
DFT total energy: -89703.969 eV

=====

(4)
Entry from the Open Molecules 2025 dataset: a structure of composition C53H42BN6O7S3Tb (ωB97M-V with the def2-TZVPD basis set).

CARTESIAN COORDINATES (ANGSTROEM)
Tb 0.40 -0.60 -1.98
C -2.83 5.46 -1.53
C -2.47 4.31 -0.69
C -3.14 3.02 -0.76
C -2.70 1.92 -0.02
C -1.59 2.11 0.85
C -1.24 3.41 1.22
C -1.61 4.52 0.42
S -0.51 0.85 1.31
O -0.15 0.22 -0.07
C -1.67 -0.28 2.03
C -2.27 -1.20 1.14
C -3.37 -1.92 1.55
C -3.83 -1.77 2.87
C -5.03 -2.37 3.38
C -5.43 -2.15 4.68
C -4.63 -1.41 5.59
C -3.48 -0.81 5.19
C -3.08 -0.96 3.78
C -1.87 -0.37 3.35
C -0.89 0.26 4.28
C -1.25 1.48 4.98
C -2.40 2.22 4.57
C -2.52 3.55 4.98
C -1.58 4.04 5.95
C -0.62 3.27 6.48
C -0.29 2.06 5.91
C 0.87 1.35 6.20
C 1.16 0.12 5.59
C 0.33 -0.37 4.59
S 0.75 -1.97 3.81
O 0.59 -3.02 4.88
C 2.51 -1.65 3.54
C 2.95 -0.51 2.90
C 4.28 -0.20 2.88
C 5.16 -1.13 3.35
C 6.60 -0.82 3.46
C 4.74 -2.40 3.78
C 3.38 -2.66 3.92
H -2.93 5.12 -2.59
H -2.11 6.29 -1.35
H -3.79 5.85 -1.20
H -3.89 2.84 -1.53
H -3.13 0.88 -0.19
H -0.76 3.52 2.20
H -1.33 5.57 0.61
H -1.79 -1.29 0.14
H -3.86 -2.66 0.92
H -5.56 -3.05 2.70
H -6.45 -2.47 4.99
H -4.99 -1.36 6.65
H -2.85 -0.20 5.88
H -3.18 1.81 3.93
H -3.30 4.17 4.55
H -1.68 5.03 6.38
H -0.13 3.49 7.42
H 1.63 1.79 6.78
H 2.06 -0.44 5.83
H 2.26 0.27 2.55
H 4.60 0.76 2.51
H 6.80 0.16 3.00
H 7.20 -1.55 2.95
H 7.09 -0.91 4.47
H 5.42 -3.12 4.12
H 2.97 -3.51 4.49
B 3.31 1.55 -3.48
N 3.59 0.18 -2.86
C 4.72 -0.48 -2.91
C 4.68 -1.55 -2.03
C 3.29 -1.56 -1.60
N 2.65 -0.52 -2.17
N 1.91 2.13 -3.64
C 1.56 3.25 -4.21
C 0.53 3.84 -3.46
C 0.25 2.93 -2.43
N 1.03 1.84 -2.58
H 3.81 1.47 -4.64
H 4.10 2.27 -2.82
H 5.57 -0.13 -3.46
H 5.51 -2.17 -1.66
H 2.75 -2.18 -0.91
H 2.22 3.61 -5.01
H -0.02 4.77 -3.65
H -0.47 3.02 -1.59
O -1.04 -3.75 -0.25
C -0.37 -3.69 -1.32
O 0.53 -2.81 -1.63
C -0.72 -4.73 -2.37
C -1.70 -5.75 -2.10
C -1.96 -6.65 -3.11
C -1.27 -6.62 -4.34
C -0.23 -5.68 -4.45
N 0.10 -4.85 -3.44
H -2.13 -5.80 -1.11
H -2.76 -7.46 -2.98
H -1.61 -7.14 -5.26
H 0.38 -5.70 -5.37
O 2.62 -1.29 -5.36
C 1.43 -0.87 -5.32
N 0.54 -1.33 -4.35
S -1.01 -0.75 -4.60
O -1.32 0.08 -3.37
O -2.01 -1.76 -4.89
C -0.59 0.37 -5.93
C -1.36 1.17 -6.75
C -0.71 1.75 -7.86
C 0.60 1.48 -8.15
C 1.37 0.74 -7.30
C 0.79 0.13 -6.15
H -2.41 1.27 -6.52
H -1.31 2.35 -8.54
H 1.11 1.87 -9.03
H 2.46 0.60 -7.58

Output
ΔE to the lowest compared entry with this formula, charge and spin: 47.90 kcal/mol
Spin multiplicity: 7
DFT total energy: -134530.400 eV

=====

(5)
Entry from the Open Molecules 2025 dataset: a cluster of 12 separate species, C48H72O29 in total (ωB97M-V with the def2-TZVPD basis set).

CARTESIAN COORDINATES (ANGSTROEM)
C -4.75 3.83 -4.64
C -4.83 3.65 -3.14
C -5.04 2.19 -2.69
O -3.99 1.85 -1.84
C -3.20 2.94 -1.68
O -2.23 2.97 -0.89
O -3.66 3.93 -2.45
H -4.36 4.81 -4.90
H -5.72 3.82 -5.14
H -4.16 3.04 -5.11
H -5.58 4.30 -2.71
H -5.02 1.59 -3.60
H -5.98 2.03 -2.17
C 3.43 3.68 -3.89
C 3.23 4.18 -2.47
C 2.88 3.04 -1.51
O 3.92 3.08 -0.54
C 4.80 4.06 -0.81
O 5.76 4.34 -0.16
O 4.47 4.66 -1.92
H 2.67 2.99 -4.26
H 4.40 3.20 -3.96
H 3.41 4.53 -4.58
H 2.58 5.04 -2.32
H 2.95 2.08 -2.02
H 1.87 3.22 -1.14
C -0.99 2.91 3.66
C 0.14 3.56 2.95
C 0.04 3.85 1.42
O 0.41 5.26 1.32
C 0.41 5.83 2.55
O 0.63 7.03 2.79
O 0.26 4.86 3.47
H -1.86 3.56 3.60
H -0.74 2.93 4.72
H -1.18 1.86 3.43
H 1.10 3.06 3.09
H -0.95 3.67 1.00
H 0.66 3.14 0.86
C 2.30 1.05 6.41
C 1.41 0.24 5.46
C 2.12 -0.97 4.86
O 1.19 -1.98 5.00
C 0.30 -1.73 5.92
O -0.54 -2.47 6.39
O 0.41 -0.38 6.25
H 2.70 0.46 7.22
H 1.74 1.89 6.82
H 3.13 1.46 5.83
H 0.98 0.86 4.68
H 2.90 -1.30 5.55
H 2.35 -0.82 3.81
C -6.48 -0.04 2.20
C -5.13 0.54 2.65
C -4.26 1.37 1.66
O -3.92 2.52 2.42
C -4.57 2.58 3.57
O -4.43 3.45 4.42
O -5.41 1.49 3.70
H -7.15 0.70 1.75
H -6.96 -0.52 3.05
H -6.46 -0.81 1.43
H -4.43 -0.18 3.06
H -4.79 1.60 0.74
H -3.43 0.71 1.41
O 0.61 1.58 -2.93
C -0.08 1.07 -3.79
C -1.05 1.83 -4.59
C -1.97 0.70 -5.05
C -1.08 -0.54 -5.02
O -0.06 -0.22 -4.13
H -1.36 2.55 -3.83
H -0.58 2.30 -5.46
H -2.75 0.59 -4.29
H -2.45 0.85 -6.02
H -1.54 -1.51 -4.82
H -0.51 -0.71 -5.93
O 1.52 1.01 1.68
C 0.94 0.27 0.89
C -0.40 0.57 0.21
C -0.63 -0.75 -0.53
C 0.75 -1.44 -0.52
O 1.48 -0.88 0.55
H -1.09 0.78 1.03
H -0.18 1.42 -0.44
H -1.37 -1.40 -0.06
H -0.98 -0.63 -1.56
H 0.61 -2.50 -0.30
H 1.40 -1.29 -1.39
O 7.93 0.56 -0.22
C 6.73 0.38 -0.18
C 5.84 0.35 -1.37
C 4.62 -0.32 -0.79
C 4.73 -0.27 0.72
O 6.15 0.00 0.98
H 5.70 1.42 -1.53
H 6.19 -0.25 -2.21
H 3.72 0.22 -1.10
H 4.39 -1.31 -1.17
H 4.04 0.50 1.07
H 4.30 -1.15 1.21
O 0.91 -6.05 1.89
C 2.07 -5.73 2.12
C 2.66 -4.28 2.29
C 4.14 -4.55 2.19
C 4.31 -5.99 2.55
O 3.07 -6.61 2.24
H 2.34 -3.66 1.45
H 2.28 -3.80 3.19
H 4.53 -4.45 1.18
H 4.83 -3.92 2.75
H 5.19 -6.28 1.99
H 4.49 -6.08 3.62
O -4.67 -2.27 0.90
C -4.63 -2.35 -0.33
C -4.32 -1.30 -1.31
C -4.00 -2.09 -2.55
C -4.94 -3.29 -2.37
O -4.93 -3.49 -0.97
H -5.26 -0.74 -1.36
H -3.44 -0.75 -0.98
H -4.27 -1.56 -3.46
H -2.97 -2.43 -2.59
H -5.96 -3.17 -2.75
H -4.58 -4.24 -2.77
O -1.91 -0.66 3.14
C -1.82 -1.88 3.17
C -2.78 -2.91 3.67
C -2.35 -4.22 3.01
C -0.89 -3.96 2.73
O -0.68 -2.49 2.72
H -2.65 -2.94 4.75
H -3.84 -2.71 3.53
H -2.39 -4.98 3.79
H -2.94 -4.48 2.13
H -0.24 -4.31 3.54
H -0.68 -4.33 1.73
O 6.23 -2.17 -4.10
C 5.02 -2.02 -4.38
C 4.08 -2.97 -5.11
C 2.73 -2.43 -4.69
C 2.94 -1.00 -4.12
O 4.33 -0.99 -3.87
H 4.28 -2.93 -6.18
H 4.29 -3.98 -4.78
H 2.09 -2.49 -5.57
H 2.36 -3.03 -3.86
H 2.65 -0.19 -4.79
H 2.42 -0.88 -3.17

Output
DFT total energy: -110321.951 eV
SMILES string: C[C@H]1COC(=O)O1.C[C@H]1COC(=O)O1.C[C@H]1COC(=O)O1.C[C@H]1COC(=O)O1.C[C@H]1COC(=O)O1.O=C1CCCO1.O=C1CCCO1.O=C1CCCO1.O=C1CCCO1.O=C1CCCO1.O=C1CCCO1.O=C1CCCO1

=====

(6)
Entry from the Open Molecules 2025 dataset: a cluster of 9 separate species, H17O9 in total (ωB97M-V with the def2-TZVPD basis set).

CARTESIAN COORDINATES (ANGSTROEM)
O 0.35 2.89 2.06
H 0.66 0.46 -0.14
H -0.15 -2.55 -0.18
O 1.12 0.32 2.38
H 0.11 0.86 -1.52
O -1.92 2.01 -0.80
H -2.43 2.08 0.00
H -0.90 1.81 -0.62
O 0.41 1.27 -0.69
H -3.31 -0.15 -2.17
H -0.71 -3.26 -1.44
O -0.94 -2.96 -0.57
H 0.81 2.01 1.98
H 0.64 -1.84 3.40
O -2.45 0.03 -2.53
H 1.59 -2.01 2.30
H 1.36 0.01 1.40
O 1.41 -0.92 0.26
H 2.30 -0.73 -0.05
H 1.84 0.64 2.93
O 0.44 -0.36 -3.11
H -0.50 -0.60 -3.17
H 0.73 -0.65 -2.24
O 1.54 -2.17 3.26
H -1.99 0.63 -1.94
H 0.00 3.17 1.23

Output
ΔE to the lowest compared entry with this formula, charge and spin: 21.85 kcal/mol
DFT total energy: -18705.578 eV
Net charge: -1